No. 1
A gas-phase ion, C5H12NO (charge -1). Source: OMol25; level of theory: ωB97M-V/def2-TZVPD.

The geometry in ORCA input format:
```
! RIJCOSX wB97M-V def2-TZVPD def2/J DEFGRID3
* xyz -1 1
C -0.412 1.234 1.772
H 1.384 0.894 -1.147
C 1.319 1.292 -0.129
H 0.095 0.855 2.677
H -0.565 -1.236 1.285
H 1.165 -1.145 1.043
H -0.213 -2.531 -0.481
H -0.483 -0.301 -2.280
O -2.138 -1.573 -1.826
H 2.290 1.234 0.362
H -0.366 -1.970 -2.743
H -1.465 1.055 1.980
C 0.176 -0.905 0.572
C 0.035 0.614 0.434
H -0.740 0.724 -0.324
H -0.267 2.322 1.756
N 0.023 -1.569 -0.715
C -0.872 -1.334 -1.989
H 1.033 2.340 -0.247
*
```

Summary:
* frontier orbital gap: 6.27 eV
* SMILES string: CC(C)CNC[O-]
* energy above the lowest of the compared OMol25 structures with the same formula, charge and spin: 21.2 kcal/mol

Results of the Mulliken charge analysis, in e, for atoms 1 through 5:
1. C -1.58
2. H 0.38
3. C -1.35
4. H 0.31
5. H 0.35

No. 2
C20H24N2O2S in the gas phase. Source: OMol25; level of theory: ωB97M-V/def2-TZVPD.

The geometry in ORCA input format:
```
! RIJCOSX wB97M-V def2-TZVPD def2/J DEFGRID3
* xyz 0 1
H 2.753 -3.485 1.798
H 2.057 3.198 -1.878
H -0.428 -3.201 3.395
S -1.399 -0.447 -1.986
H -1.847 1.899 0.384
H 2.937 3.036 0.462
H -2.755 -2.629 3.781
C -3.036 -1.713 1.862
C 0.886 2.432 0.459
H -1.141 5.091 1.171
O 0.041 2.528 -2.891
H 0.971 4.507 -0.094
H 1.334 -1.651 -1.971
H -1.047 2.962 3.109
O 2.777 -2.751 -0.196
C -2.438 -1.379 0.671
C 1.752 -3.349 2.208
C -1.099 -1.694 0.422
H 0.215 4.588 2.172
C 0.234 3.756 0.196
C -0.975 -2.691 2.621
H 1.330 -4.324 2.455
C 1.607 -2.441 -0.024
H 0.521 0.507 1.250
C -0.205 0.173 -3.218
H 0.473 -0.622 -3.520
C -0.451 -1.362 -0.821
H 1.958 0.258 -1.850
H -2.997 -0.867 -0.096
C 2.315 2.237 0.052
C 0.135 1.487 1.010
H -0.471 3.646 -0.633
C -1.292 1.804 1.323
C -2.295 -2.368 2.840
N 0.968 -2.692 1.183
C 0.504 1.424 -2.708
C 0.820 -1.776 -1.031
H 2.685 1.281 0.431
C -0.520 4.237 1.444
H 1.809 -2.731 3.105
H -0.835 0.458 -4.060
H -2.426 3.445 2.130
C 2.446 2.260 -1.478
H -4.071 -1.464 2.040
N 1.681 1.198 -2.091
C -1.381 3.134 2.084
H -1.755 1.008 1.908
H 3.495 2.148 -1.767
C -0.348 -2.370 1.409
*
```

Summary:
* frontier orbital gap: 8.55 eV
* SMILES string: Cn1c(=O)cc(SCC(=O)NCCC2=CCCCC2)c2ccccc21
* energy above the lowest of the compared OMol25 structures with the same formula, charge and spin: 16.5 kcal/mol

Results of the Mulliken charge analysis, in e, for atoms 1 through 5:
1. H 0.37
2. H 0.47
3. H 0.46
4. S -0.16
5. H 0.32

No. 3
A molecular structure, C26H33B2F4FeN6P2. Source: OMol25; level of theory: ωB97M-V/def2-TZVPD.

The geometry in ORCA input format:
```
! RIJCOSX wB97M-V def2-TZVPD def2/J DEFGRID3
* xyz 0 2
C 5.159 1.925 -4.392
H 1.769 -3.461 2.965
C -2.743 -2.766 0.284
C 3.720 0.260 -3.423
C -3.808 2.411 -0.440
H 0.105 2.285 -2.752
H -1.583 2.825 -2.862
C 1.397 -3.908 -1.131
H 1.661 -4.591 -1.917
N 0.685 -2.083 -0.050
C -0.932 2.002 -2.563
H -1.960 -3.525 0.229
C -0.870 3.370 -0.162
C 3.406 0.357 2.943
C -2.886 1.370 -0.472
H 3.341 -0.754 -3.395
C -5.573 0.870 0.103
F -1.526 3.048 3.173
C 1.531 -4.092 0.231
C -3.334 0.063 -0.222
F 0.072 1.688 4.124
C 2.283 0.838 -1.519
B -0.358 2.327 2.982
H -2.602 -0.274 2.698
H -6.613 0.682 0.339
N 1.107 -2.985 0.854
H 5.091 3.874 -3.492
H -1.625 -2.488 -2.368
N 2.024 -1.280 2.406
C -1.961 -1.902 4.102
H 0.194 3.593 -0.098
H -3.152 -1.600 -2.465
H -5.011 -1.189 0.265
H -5.844 2.984 -0.116
N -0.856 -1.334 2.253
H 2.362 1.754 1.548
C 2.484 0.779 1.985
H -1.614 -0.754 -2.710
P -2.041 -1.199 -0.340
Fe -0.099 -0.402 0.672
C -1.925 -1.059 2.991
F -0.688 1.283 1.992
H 4.187 0.933 3.404
H -1.285 3.485 0.837
C 3.071 -0.958 3.183
H -0.410 -3.435 4.632
F 0.637 3.129 2.425
H 3.495 -1.691 3.848
H 5.900 2.204 -5.129
C 3.237 1.197 -2.472
H 1.918 -4.916 0.804
H -3.057 -2.675 1.322
C 4.702 2.864 -3.470
H -3.483 3.428 -0.613
C -4.671 -0.181 0.062
C 3.762 2.515 -2.527
C -0.821 -2.675 3.991
H 5.019 -0.108 -5.073
C -5.142 2.163 -0.153
H -1.339 4.081 -0.844
N -0.174 -2.305 2.879
H -1.164 1.142 -3.186
C -2.111 -1.538 -2.146
B 1.227 -2.598 2.343
H 1.893 -0.167 -1.481
H 1.932 1.553 -0.791
H 0.635 -2.064 -2.141
C 4.661 0.623 -4.360
H -3.584 -3.090 -0.330
H -2.694 -1.922 4.888
P -1.084 1.652 -0.755
C 0.873 -2.623 -1.252
H 3.415 3.247 -1.807
N 1.663 -0.210 1.663
*
```

Summary:
* frontier orbital gap (spin up / spin down): 7.76 / 7.80 eV
* <S²>: 0.79
* energy above the lowest of the compared OMol25 structures with the same formula, charge and spin: 23.5 kcal/mol

Results of the Mulliken charge analysis, in e, for atoms 1 through 5:
1. C -0.43
2. H -0.13
3. C -1.72
4. C -0.32
5. C -0.78

No. 4
3 unconnected molecules or ions with the total composition C13H23NO10P2S2. Source: OMol25; level of theory: ωB97M-V/def2-TZVPD.

The geometry in ORCA input format:
```
! RIJCOSX wB97M-V def2-TZVPD def2/J DEFGRID3
* xyz 0 1
C 1.680 1.686 0.108
H 0.634 -4.878 4.552
C -1.747 -0.232 -4.493
O 0.714 2.061 4.732
H -2.072 -0.361 -3.462
H -0.788 1.659 -4.028
C -0.454 -1.007 -4.786
S -1.227 -3.962 3.432
O -1.138 2.287 -1.634
O 2.753 1.187 0.221
C -0.385 -2.595 2.624
H -0.840 -2.473 1.643
C 1.591 3.010 2.334
C -1.432 1.229 -4.791
O 1.043 0.353 2.834
N -2.797 3.177 1.428
H 0.040 2.712 4.504
O 0.869 1.498 -0.985
O -2.157 -4.555 2.503
C -0.178 2.972 0.469
H -0.345 -1.084 -6.973
H 2.153 -4.911 2.601
C 1.090 -2.999 2.529
C -0.272 2.253 -0.822
H -3.101 3.378 2.373
H -1.671 4.880 -0.071
H -0.115 -6.061 3.445
O -1.416 1.243 -7.428
O 0.618 2.083 -6.244
H -0.533 -1.695 3.213
H -2.549 -0.582 -5.146
H -0.620 -2.082 -4.796
H 1.158 -0.519 -6.205
H 1.562 -2.536 1.664
S -0.501 1.178 -6.317
H 0.784 -4.877 1.490
H 0.281 -0.795 -4.007
H 2.623 3.327 2.183
P -1.540 4.007 1.018
O -1.665 -3.572 4.748
C 0.987 2.629 1.035
C 1.142 -4.532 2.463
C 0.207 -5.030 3.561
P 1.547 1.567 3.469
H -0.977 4.835 2.006
H 1.054 3.852 2.767
H 1.623 -2.649 3.414
H 3.588 2.170 3.850
C 0.073 -0.520 -6.143
H -2.309 1.854 -4.935
O 3.013 1.421 4.054
*
```

Summary:
* frontier orbital gap: 8.03 eV
* SMILES string: N=[PH2]C1=C(CP(=O)(O)O)C(=O)OC1=O.O=S1(=O)CCCC1.O=S1(=O)CCCC1

Results of the Mulliken charge analysis, in e, for atoms 1 through 5:
1. C 0.22
2. H 0.35
3. C -0.69
4. O -0.53
5. H 0.35

No. 5
5 unconnected molecules or ions with the total composition C47H76BrNO12S5Si. Source: OMol25; level of theory: ωB97M-V/def2-TZVPD.

The geometry in ORCA input format:
```
! RIJCOSX wB97M-V def2-TZVPD def2/J DEFGRID3
* xyz 0 1
C -1.296 -2.605 -1.541
H -0.767 5.272 -4.531
H -0.262 2.279 -4.644
Si -6.761 -0.073 1.950
O 12.002 -2.886 -3.577
H -13.913 0.913 3.626
S -10.851 2.395 2.423
C 13.331 -5.494 -5.896
H -6.294 4.399 -0.110
C -6.503 2.455 0.708
C -3.209 -2.345 1.567
H 4.324 -0.324 2.598
H -13.128 2.348 4.288
H -3.838 -0.434 2.391
O 12.385 -2.340 -6.003
H -0.940 -3.322 -2.290
C -1.818 -3.450 -0.348
O 4.600 1.941 3.060
H -9.006 -0.317 2.932
C 0.953 1.847 1.989
H -11.847 0.255 2.453
H 15.444 -5.303 -5.370
H 5.520 1.151 -1.108
C 14.465 -5.076 -4.951
H -0.838 -0.519 5.288
H 14.631 -3.299 -3.686
C -0.052 -1.759 -1.154
C 12.063 -4.862 -5.330
C -0.295 4.391 -4.089
C -5.685 1.522 -1.739
H 3.740 -1.540 1.492
H -1.923 -4.487 -0.683
C 0.528 0.310 0.213
H 3.018 1.352 5.821
H 0.689 -1.784 -1.963
C -1.219 2.112 1.005
C 0.099 1.358 0.993
S 7.857 -3.437 -1.632
H -3.988 -0.595 0.628
H 2.439 0.021 4.739
H -2.310 1.203 5.179
H -0.954 2.288 5.018
C 9.548 -1.654 -0.727
H -0.271 5.366 -2.131
C -0.383 -0.279 -0.859
H -12.160 3.441 0.727
O -10.227 3.162 3.471
H -2.078 -2.005 -2.010
C -4.157 -1.100 1.582
H 0.112 3.643 -2.099
H -2.203 -2.073 1.907
S 3.240 1.977 3.540
C -12.265 3.313 1.801
S -2.297 2.725 -3.514
H 11.247 -4.811 -6.047
H 7.405 -1.329 -0.682
C 3.193 0.792 4.903
H -2.635 4.889 -2.643
O -10.100 1.871 1.313
H 4.158 0.287 4.942
H 14.375 -5.624 -4.011
H -2.360 0.944 2.592
H 10.257 -2.372 -0.308
C -0.953 3.120 -4.641
C 4.613 0.854 -0.570
H 0.418 -2.269 -0.310
H -14.373 3.126 2.313
H 0.455 0.378 4.372
H 14.853 -2.979 -5.424
C -2.085 1.825 3.181
C -1.469 1.460 4.525
H -5.335 1.130 -2.689
H 4.148 1.761 -0.184
H -5.549 3.563 -2.327
C -13.168 1.680 3.424
H -3.603 -2.261 -0.570
C 3.967 -0.471 1.583
H 10.728 -1.487 -2.554
C -0.519 4.401 -2.571
H -5.509 1.477 3.396
C 1.778 -0.198 0.462
H 4.002 0.333 -1.312
H 9.742 -0.683 -0.272
H 8.644 -2.766 -3.780
C -3.221 -2.983 0.157
Br 6.714 0.397 1.398
C -5.973 0.638 -0.731
C 2.638 0.256 1.430
H -3.025 2.351 3.381
O 0.425 3.955 3.258
C 9.108 -2.911 -2.807
H 0.764 4.426 -4.342
C -6.384 1.095 0.508
H -7.256 1.604 3.667
C -5.612 -1.574 1.761
C 9.696 -1.609 -2.253
C -8.566 -0.652 1.986
H 13.525 -5.108 -6.899
H -9.158 -0.258 1.164
N -1.260 2.723 2.305
H -8.558 -1.748 1.963
H 2.101 -1.030 -0.154
C -5.794 2.871 -1.529
C -1.990 4.056 -2.364
O 2.899 3.299 3.960
C -11.792 1.071 3.173
H 5.298 -1.078 0.001
C 14.312 -3.572 -4.689
H -5.709 -2.165 2.678
C 2.206 1.327 2.227
C 5.038 -0.145 0.500
H 11.737 -5.374 -4.425
H 9.136 -0.757 -2.647
C 8.121 -2.116 -0.459
H -2.220 3.725 -1.353
H -0.374 0.349 -1.752
S 12.563 -3.207 -4.869
C -13.505 2.486 2.163
O -3.559 2.953 -4.174
H -1.358 3.270 -5.639
O 8.279 -4.680 -1.032
H 7.968 -2.486 0.553
C -6.427 0.898 3.545
H -1.122 -3.471 0.495
H -6.824 2.878 1.654
H 9.859 -3.694 -2.867
C -6.208 3.335 -0.308
H -13.741 1.800 1.346
O 6.546 -3.290 -2.223
H -3.870 -3.862 0.172
H -6.344 0.248 4.419
H -12.273 4.285 2.292
H -3.661 -3.065 2.256
H 13.240 -6.577 -5.964
H -5.882 -0.433 -0.891
H -11.294 0.736 4.081
C -0.606 0.166 4.473
C 0.123 2.966 2.643
O -1.997 1.474 -2.863
H -5.919 -2.118 0.860
H -0.889 -0.358 3.551
O -2.092 2.193 0.172
H -1.407 -0.227 -0.468
*
```

Summary:
* frontier orbital gap: 8.36 eV
* SMILES string: CCCN1C(=O)c2c(CCCCCCCC[Si](C)(C)c3ccccc3)cc(C[C@@H](C)Br)c(S(C)(=O)=O)c2C1=O.O=S1(=O)CCCC1.O=S1(=O)CCCC1.O=S1(=O)CCCC1.O=S1(=O)CCCC1
* energy above the lowest of the compared OMol25 structures with the same formula, charge and spin: 0.0 kcal/mol

Results of the Mulliken charge analysis, in e, for atoms 1 through 5:
1. C -1.05
2. H 0.31
3. H 0.35
4. Si -0.10
5. O -0.62

No. 6
A molecular structure, C4H2O2. Source: OMol25; level of theory: ωB97M-V/def2-TZVPD.

The geometry in ORCA input format:
```
! RIJCOSX wB97M-V def2-TZVPD def2/J DEFGRID3
* xyz 0 1
C 1.561 0.432 -0.041
C -0.441 -1.303 -0.001
H -2.263 -0.474 -0.760
C -1.585 -0.247 0.064
H 1.437 1.496 0.228
C 0.415 -0.424 -0.187
O 2.632 -0.113 -0.167
O -1.756 0.635 0.863
*
```

Summary:
* frontier orbital gap: 10.25 eV
* energy above the lowest of the compared OMol25 structures with the same formula, charge and spin: 47.3 kcal/mol

Results of the Mulliken charge analysis, in e, for atoms 1 through 5:
1. C -0.04
2. C -0.31
3. H 0.33
4. C 0.21
5. H 0.31